Entry 1:
ORCA calculation (wB97M-V/def2-TZVPD) on a cluster of 12 separate species, C27H57Cl21O10 in total.

Last columns: bonded neighbours and bond lengths (Å).
Cartesian coordinates (Å):
1 H -2.709 -2.041 1.668  C16 1.090
2 C -0.071 5.321 2.004  Cl26 1.811, Cl30 1.798, Cl69 1.812, H87 1.090
3 H -2.535 0.944 -3.459  C115 1.090
4 H 2.317 -0.563 -5.692  C98 1.090
5 H 3.705 2.780 -4.688  C110 1.090
6 Cl -5.273 -1.506 2.484  C67 1.751
7 H 3.173 2.032 5.625  C51 1.090
8 O 2.239 6.578 -1.873  C34 1.403, C114 1.402
9 C -3.037 3.460 -2.138  H52 1.090, C74 1.504, H109 1.090, O111 1.435
10 Cl -1.072 -8.136 0.576  C68 1.771
11 H 2.007 1.534 -1.365  C89 1.090
12 H 1.514 4.815 -1.290  C114 1.090
13 H 3.950 -2.716 -1.540  C90 1.090
14 H -6.464 -2.184 0.661  C67 1.090
15 Cl 3.250 0.201 0.639  C108 1.781
16 C -1.664 -1.788 1.844  H1 1.090, H36 1.090, H54 1.090, O113 1.410
17 H 2.300 -1.980 -3.923  C104 1.090
18 H -4.537 1.951 1.238  C24 1.090
19 H -0.568 -6.519 2.256  C68 1.090
20 H 0.326 -2.716 4.060  C62 1.090
21 H -3.244 2.238 -4.332  C115 1.090
22 C -2.972 -5.036 4.237  O49 1.426, H60 1.090, H63 1.090, C77 1.535
23 O 2.626 3.945 -3.488  C76 1.399, C110 1.376
24 C -5.287 2.116 0.465  H18 1.090, O31 1.409, H70 1.090, H88 1.090
25 Cl -2.041 -3.481 -2.366  C112 1.846
26 Cl 1.497 4.505 1.608  C2 1.811
27 H -0.621 2.045 0.441  C96 1.090
28 H 0.549 -0.530 1.827  C93 1.090
29 Cl 0.586 -2.837 -1.164  C112 1.806
30 Cl -1.019 4.223 3.066  C2 1.798
31 O -4.845 2.939 -0.590  C24 1.409, C74 1.404
32 Cl 4.877 1.767 -1.203  C108 1.768
33 O 3.810 -1.776 -6.380  C72 1.402, C98 1.438
34 C 2.404 6.947 -0.530  O8 1.403, H48 1.090, H58 1.090, H79 1.090
35 H -0.610 0.711 2.385  C93 1.090
36 H -1.600 -1.611 2.918  C16 1.090
37 Cl 2.001 1.405 3.684  C51 1.821
38 C -3.942 -6.984 3.496  O49 1.377, H81 1.090, H95 1.090, H99 1.090
39 H -3.802 1.483 -1.545  C74 1.090
40 H -1.366 -1.388 -1.365  C112 1.090
41 H 0.997 1.727 0.961  C96 1.090
42 H -1.815 -3.444 5.122  C77 1.090
43 H 3.811 -3.689 -5.511  C72 1.090
44 H 3.504 -3.605 -7.217  C72 1.090
45 Cl -1.128 -0.012 4.900  C53 1.727
46 H 3.904 0.034 -5.533  C98 1.090
47 H 2.925 -0.532 -3.174  C104 1.090
48 H 2.952 6.179 0.017  C34 1.090
49 O -2.752 -6.394 3.861  C22 1.426, C38 1.377
50 H 5.604 -2.700 -2.043  C90 1.090
51 C 3.506 1.569 4.697  H7 1.090, Cl37 1.821, Cl80 1.767, Cl105 1.762
52 H -2.656 4.360 -1.655  C9 1.090
53 C -0.965 0.553 6.523  Cl45 1.727, H57 1.090, Cl100 1.726, Cl101 1.800
54 H -1.125 -2.661 1.476  C16 1.090
55 O 4.386 -1.995 -3.556  C90 1.442, C104 1.441
56 O 0.268 0.611 -0.735  C89 1.471, C96 1.420
57 H -1.506 -0.135 7.173  C53 1.090
58 H 3.021 7.845 -0.576  C34 1.090
59 H 1.591 5.533 -4.228  C76 1.090
60 H -3.242 -4.460 3.352  C22 1.090
61 Cl 1.225 -6.256 0.742  C68 1.796
62 C 0.393 -3.777 3.816  H20 1.090, H82 1.090, H83 1.090, O102 1.386
63 H -3.723 -4.978 5.026  C22 1.090
64 H 4.550 2.236 1.021  C108 1.090
65 H -2.890 2.318 -0.394  C74 1.090
66 H 0.489 2.499 -1.763  C89 1.090
67 C -5.403 -2.247 0.902  Cl6 1.751, H14 1.090, Cl71 1.758, Cl85 1.801
68 C -0.491 -6.572 1.170  Cl10 1.771, H19 1.090, Cl61 1.796, Cl97 1.738
69 Cl -1.036 5.881 0.576  C2 1.812
70 H -5.600 1.150 0.069  C24 1.090
71 Cl -4.431 -1.437 -0.319  C67 1.758
72 C 3.321 -3.087 -6.276  O33 1.402, H43 1.090, H44 1.090, H92 1.090
73 Cl 6.183 0.581 1.036  C108 1.779
74 C -3.644 2.491 -1.162  C9 1.504, O31 1.404, H39 1.090, H65 1.090
75 H 0.798 1.096 -2.654  C89 1.090
76 C 1.526 4.806 -3.418  O23 1.399, H59 1.090, H86 1.090, C114 1.560
77 C -1.641 -4.441 4.717  C22 1.535, H42 1.090, O102 1.392, H107 1.090
78 Cl -0.327 -1.266 -3.459  C112 1.781
79 H 1.486 7.256 -0.031  C34 1.090
80 Cl 4.613 2.627 3.813  C51 1.767
81 H -4.344 -6.498 2.607  C38 1.090
82 H 1.058 -3.862 2.957  C62 1.090
83 H 0.896 -4.224 4.674  C62 1.090
84 H 2.072 2.453 -4.741  C110 1.090
85 Cl -4.945 -3.986 1.001  C67 1.801
86 H 0.572 4.307 -3.583  C76 1.090
87 H 0.159 6.179 2.636  C2 1.090
88 H -6.203 2.556 0.859  C24 1.090
89 C 0.959 1.521 -1.662  H11 1.090, O56 1.471, H66 1.090, H75 1.090
90 C 4.663 -2.161 -2.150  H13 1.090, H50 1.090, O55 1.442, H91 1.090
91 H 4.950 -1.179 -1.774  C90 1.090
92 H 2.247 -3.106 -6.087  C72 1.090
93 C -0.262 0.133 1.528  H28 1.090, H35 1.090, C96 1.549, O113 1.492
94 H -1.400 1.841 -4.428  C115 1.090
95 H -4.646 -6.942 4.326  C38 1.090
96 C 0.120 1.250 0.525  H27 1.090, H41 1.090, O56 1.420, C93 1.549
97 Cl -1.542 -5.344 0.532  C68 1.738
98 C 3.315 -0.870 -5.380  H4 1.090, O33 1.438, H46 1.090, C104 1.556
99 H -3.825 -7.984 3.079  C38 1.090
100 Cl 0.703 0.736 6.925  C53 1.726
101 Cl -1.768 2.151 6.726  C53 1.800
102 O -0.897 -4.213 3.562  C62 1.386, C77 1.392
103 H 0.262 5.829 -1.901  C114 1.090
104 C 3.162 -1.314 -3.896  H17 1.090, H47 1.090, O55 1.441, C98 1.556
105 Cl 4.209 0.003 5.097  C51 1.762
106 H 2.775 3.855 -5.640  C110 1.090
107 H -1.206 -5.102 5.466  C77 1.090
108 C 4.648 1.293 0.485  Cl15 1.781, Cl32 1.768, H64 1.090, Cl73 1.779
109 H -3.745 3.876 -2.855  C9 1.090
110 C 2.750 3.305 -4.699  H5 1.090, O23 1.376, H84 1.090, H106 1.090
111 O -1.930 2.936 -2.885  C9 1.435, C115 1.436
112 C -0.853 -2.120 -1.988  Cl25 1.846, Cl29 1.806, H40 1.090, Cl78 1.781
113 O -1.468 -0.621 1.078  C16 1.410, C93 1.492
114 C 1.303 5.552 -2.065  O8 1.402, H12 1.090, C76 1.560, H103 1.090
115 C -2.316 1.939 -3.845  H3 1.090, H21 1.090, H94 1.090, O111 1.436

Calculated values
E_HOMO   -9.34 eV
Multiplicity   1
LUMO energy   0.046 eV
Kohn-Sham gap   0.3450 Ha

These are the Mulliken partial charges, in e, on atoms 1 to 4: number 1, H, carries -1.28; number 2, C, carries -0.28; number 3, H, carries 0.14; number 4, H, carries 0.31

***

Entry 2:
ORCA calculation (wB97M-V/def2-TZVPD) on a cluster of 2 separate species, C27H57FNO2P in total.

Last columns: bonded neighbours and bond lengths (Å).
Cartesian coordinates (Å):
1 C -1.470 -0.424 -2.769  C27 1.532, H31 1.091, C47 1.525, H84 1.091
2 C -7.042 -2.643 -1.660  C11 1.532, C33 1.525, H52 1.091, H70 1.093
3 H 2.213 1.939 -1.005  C83 1.083
4 H 5.628 1.497 -1.221  C46 1.079
5 P -3.785 -1.847 -0.256  C13 1.799, C23 1.810, C71 1.794, C89 1.796
6 H -1.356 0.523 1.507  C28 1.092
7 H -2.627 1.144 -3.728  C47 1.092
8 C 6.857 3.716 -1.150  C22 1.546, H26 1.090, H40 1.084, O50 1.406
9 C -0.463 -1.260 0.691  C28 1.536, C45 1.528, H63 1.092, H79 1.092
10 H 1.920 1.215 0.590  C83 1.086
11 C -6.533 -2.774 -0.221  C2 1.532, C23 1.536, H24 1.092, H29 1.093
12 H 5.894 4.246 1.252  C16 1.081
13 C -3.005 -0.620 0.803  P5 1.799, C28 1.536, H42 1.094, H72 1.097
14 H -3.526 -5.285 1.188  C17 1.091
15 H -8.329 -0.916 -1.391  C33 1.091
16 C 5.065 4.268 0.559  H12 1.081, C22 1.519, C53 1.534, H67 1.083
17 C -3.522 -4.204 1.335  H14 1.091, C69 1.530, H88 1.093, C89 1.537
18 H 5.683 0.213 0.668  C81 1.079
19 H 7.318 2.350 1.426  C61 1.086
20 H -0.709 -4.343 1.273  C43 1.093
21 F 4.695 4.380 -1.754  C22 1.429
22 C 5.365 3.593 -0.768  C8 1.546, C16 1.519, F21 1.429, C46 1.547
23 C -5.511 -1.739 0.276  P5 1.810, C11 1.536, H55 1.095, H75 1.093
24 H -7.396 -2.697 0.444  C11 1.092
25 H -3.823 -4.106 -0.789  C89 1.097
26 H 7.129 2.979 -1.906  C8 1.090
27 C -2.478 -1.574 -2.848  C1 1.532, H36 1.092, H68 1.093, C71 1.539
28 C -1.543 -0.167 0.682  H6 1.092, C9 1.536, C13 1.536, H37 1.090
29 H -6.138 -3.783 -0.079  C11 1.093
30 H 0.798 -0.494 2.274  C45 1.091
31 H -0.788 -0.523 -3.615  C1 1.091
32 H 2.656 4.105 -0.558  C80 1.085
33 C -7.517 -1.245 -2.042  C2 1.525, H15 1.091, H35 1.092, H56 1.089
34 H -2.924 -4.165 3.390  C69 1.091
35 H -6.718 -0.503 -1.986  C33 1.092
36 H -2.802 -1.658 -3.887  C27 1.092
37 H -1.443 0.444 -0.215  C28 1.090
38 C 3.984 1.494 0.166  C46 1.554, N60 1.482, C81 1.537, C83 1.548
39 H -1.294 -5.659 2.294  C43 1.091
40 H 6.955 4.690 -1.615  C8 1.084
41 H 4.659 4.202 3.218  C73 1.080
42 H -3.202 -0.934 1.832  C13 1.094
43 C -1.167 -4.577 2.237  H20 1.093, H39 1.091, C69 1.526, H86 1.089
44 H -1.301 1.728 -2.724  C47 1.089
45 C 0.234 -1.399 2.043  C9 1.528, H30 1.091, H57 1.090, H85 1.092
46 C 4.816 2.160 -0.965  H4 1.079, C22 1.547, C38 1.554, H64 1.082
47 C -2.082 0.972 -2.798  C1 1.525, H7 1.092, H44 1.089, H59 1.093
48 H -2.214 -3.668 -0.322  C89 1.092
49 H 3.679 5.444 2.496  C73 1.083
50 O 7.775 3.700 -0.085  C8 1.406, C61 1.416
51 H -4.453 -2.195 -2.432  C71 1.093
52 H -7.876 -3.336 -1.773  C2 1.091
53 C 3.814 3.732 1.268  C16 1.534, N60 1.471, C73 1.530, C80 1.530
54 H 8.974 2.336 0.856  C61 1.083
55 H -5.473 -1.813 1.368  C23 1.095
56 H -7.888 -1.238 -3.066  C33 1.089
57 H 0.937 -2.231 2.035  C45 1.090
58 H 1.743 3.431 0.770  C80 1.084
59 H -2.772 1.143 -1.968  C47 1.093
60 N 3.953 2.276 1.425  C38 1.482, C53 1.471, O76 1.282
61 C 7.943 2.442 0.542  H19 1.086, O50 1.416, H54 1.083, H74 1.087
62 H 2.870 4.030 3.179  C73 1.084
63 H 0.299 -1.010 -0.049  C9 1.092
64 H 4.198 2.203 -1.853  C46 1.082
65 H -4.252 -0.496 -2.155  C71 1.092
66 H -2.343 -2.788 2.489  C69 1.093
67 H 4.868 5.306 0.320  C16 1.083
68 H -1.970 -2.515 -2.618  C27 1.093
69 C -2.505 -3.867 2.427  C17 1.530, H34 1.091, C43 1.526, H66 1.093
70 H -6.289 -2.989 -2.372  C2 1.093
71 C -3.763 -1.461 -2.007  P5 1.794, C27 1.539, H51 1.093, H65 1.092
72 H -3.628 0.274 0.670  C13 1.097
73 C 3.754 4.375 2.655  H41 1.080, H49 1.083, C53 1.530, H62 1.084
74 H 7.727 1.615 -0.130  C61 1.087
75 H -5.854 -0.721 0.074  C23 1.093
76 O 4.764 1.911 2.348  N60 1.282
77 H 2.470 0.188 -0.710  C83 1.081
78 H 4.499 -0.492 -0.401  C81 1.085
79 H -0.873 -2.226 0.386  C9 1.092
80 C 2.539 4.123 0.520  H32 1.085, C53 1.530, H58 1.084, H87 1.080
81 C 4.624 0.132 0.478  H18 1.079, C38 1.537, H78 1.085, H82 1.083
82 H 4.110 -0.357 1.297  C81 1.083
83 C 2.541 1.185 -0.301  H3 1.083, H10 1.086, C38 1.548, H77 1.081
84 H -0.842 -0.542 -1.883  C1 1.091
85 H -0.478 -1.567 2.853  C45 1.092
86 H -0.463 -4.284 3.015  C43 1.089
87 H 2.262 5.128 0.803  C80 1.080
88 H -4.525 -3.944 1.682  C17 1.093
89 C -3.259 -3.550 -0.031  P5 1.796, C17 1.537, H25 1.097, H48 1.092

Calculated values
E_HOMO (spin up / spin down)   -9.95 / -11.20 eV
Multiplicity   2
Charge   +1
LUMO energy (spin up / spin down)   -2.113 / -2.114 eV
Kohn-Sham gap (spin up / spin down)   0.2880 / 0.3340 Ha

These are the Mulliken partial charges, in e, on atoms 1 to 4: number 1, C, carries 0.56; number 2, C, carries -0.43; number 3, H, carries 0.36; number 4, H, carries 0.69

***

Number 1: largest force on an atom 0.049 hartree/bohr. Number 2: largest force on an atom 0.026 hartree/bohr.